Entry 1:
Molecular formula: C5H6BrNS
Method: DFT, ωB97M-V/def2-TZVPD

Geometry as ORCA input:
```
! RIJCOSX wB97M-V def2-TZVPD def2/J DEFGRID3
* xyz 0 1
C -1.719 1.728 -0.057
C -0.962 2.883 -0.260
C 0.235 0.796 0.023
C 1.059 -1.485 -0.836
C 1.259 -0.292 0.095
N -0.987 0.637 0.059
S 0.705 2.498 -0.343
Br 3.089 0.292 0.237
H -2.793 1.664 0.145
H -1.398 3.868 -0.570
H 0.134 -1.920 -0.399
H 1.797 -2.239 -0.675
H 1.012 -1.299 -1.847
H 0.898 -1.025 1.368
*
```

Results
Maximum force ... 5.0 eV/Å
DFT total energy ... -3221.00575 Ha
E_HOMO ... -0.331 hartree
Energy relative to the best compared isomer or geometry (same formula, charge and spin) ... 39.4 kcal per mole

---

Entry 2:
Molecular formula: C5H6CeO4
Method: DFT, ωB97M-V/def2-TZVPD

Geometry as ORCA input:
```
! RIJCOSX wB97M-V def2-TZVPD def2/J DEFGRID3
* xyz 2 3
O 0.189 -1.300 0.451
C 1.046 -1.984 1.125
C 1.651 -1.649 2.364
O 1.470 -0.576 3.013
Ce 0.091 0.891 2.736
H 1.211 -3.002 0.759
H 2.239 -2.455 2.825
C 1.951 2.781 -1.433
C 0.888 2.171 -0.918
O 0.992 0.895 -0.408
C -0.063 0.361 0.288
O -1.195 0.466 -0.449
H 2.932 2.306 -1.451
H -0.091 2.644 -0.842
H 1.834 3.778 -1.857
H -1.971 0.469 0.120
*
```

Results
Maximum force ... 8.1 eV/Å
DFT total energy ... -969.36364 Ha
E_HOMO (spin up / spin down) ... -0.557 / -0.557 hartree
Energy relative to the best compared isomer or geometry (same formula, charge and spin) ... 75.8 kcal per mole

---

Entry 3:
Molecular formula: C5H6Cl2O2S
Method: DFT, ωB97M-V/def2-TZVPD

Geometry as ORCA input:
```
! RIJCOSX wB97M-V def2-TZVPD def2/J DEFGRID3
* xyz 0 1
C -0.789 0.199 -0.282
C -0.062 0.056 0.953
C -0.028 0.349 -1.580
C -0.891 0.104 2.200
C 1.262 -0.150 0.972
O -2.991 0.431 -1.599
O 0.182 -0.321 -2.553
S -2.456 0.272 -0.258
Cl 2.962 -1.628 -2.763
Cl 0.685 1.991 -1.543
H -1.548 -0.763 2.244
H -1.515 0.995 2.215
H -0.259 0.101 3.082
H 1.792 -0.260 1.903
H 1.854 -0.215 0.076
H 1.803 -1.163 -3.067
*
```

Results
Maximum force ... 2.2 eV/Å
DFT total energy ... -1663.11612 Ha
E_HOMO (spin up / spin down) ... -0.345 / -0.345 hartree
Energy relative to the best compared isomer or geometry (same formula, charge and spin) ... 0.0 kcal per mole

---

Entry 4:
Molecular formula: C5H6Cl3NO5
Method: DFT, ωB97M-V/def2-TZVPD

Geometry as ORCA input:
```
! RIJCOSX wB97M-V def2-TZVPD def2/J DEFGRID3
* xyz 0 1
C -0.199 0.566 -0.242
C 0.756 1.100 -1.345
C -0.436 -2.223 1.260
C -0.036 0.740 2.123
C 0.975 0.915 3.340
N -1.178 -1.478 0.625
O -1.351 1.311 -0.157
O -0.474 -0.796 -0.476
O -2.389 -1.343 0.776
O -1.208 0.855 2.280
O 0.629 0.560 0.968
Cl -0.012 1.451 4.702
Cl 2.275 1.996 2.998
Cl 1.608 -0.738 3.843
H 1.449 0.193 -1.627
H 1.262 1.955 -0.733
H 0.112 1.501 -2.218
H -0.697 -2.878 2.175
H 0.642 -2.168 1.141
H -2.014 0.706 0.406
*
```

Results
Maximum force ... 7.0 eV/Å
SMILES string ... C=[N+]([O-])O[C@@](C)(O)OC(=O)C(Cl)(Cl)Cl
DFT total energy ... -2005.49736 Ha
E_HOMO ... -0.366 hartree
Energy relative to the best compared isomer or geometry (same formula, charge and spin) ... 29.5 kcal per mole

---

Entry 5:
Molecular formula: C5H6ClFO
Method: DFT, ωB97M-V/def2-TZVPD

Geometry as ORCA input:
```
! RIJCOSX wB97M-V def2-TZVPD def2/J DEFGRID3
* xyz 0 1
C -0.904 -0.095 -2.100
C -0.240 0.278 -0.744
C 0.362 -0.755 0.210
C 0.896 -0.221 1.518
C 0.044 0.487 2.260
H -0.754 -1.224 -2.303
H -2.092 0.251 -2.456
H -0.190 0.564 -2.879
H -0.216 1.355 -0.643
H -0.075 -1.693 -0.051
H -1.010 0.811 2.192
O 1.201 -0.135 -0.696
F 2.075 -0.712 1.981
Cl 0.905 1.089 3.711
*
```

Results
Maximum force ... 4.1 eV/Å
SMILES string ... C[C@@H]1O[C@H]1/C(F)=C/Cl
DFT total energy ... -829.26565 Ha
E_HOMO ... -0.352 hartree
Energy relative to the best compared isomer or geometry (same formula, charge and spin) ... 79.4 kcal per mole

---

Entry 6:
Molecular formula: C5H6ClN6O
Method: DFT, ωB97M-V/def2-TZVPD

Geometry as ORCA input:
```
! RIJCOSX wB97M-V def2-TZVPD def2/J DEFGRID3
* xyz 1 1
O 0.682 0.776 1.793
C 0.088 1.507 1.113
N -0.409 2.261 0.180
N -0.385 1.497 -1.001
C -1.414 0.881 -1.720
N -0.715 0.271 -2.778
C 0.677 0.514 -2.641
N 1.690 0.095 -3.396
Cl 3.315 0.525 -3.109
N 0.871 1.333 -1.501
H -2.504 0.899 -1.461
H 1.471 -0.522 -4.193
H 1.734 1.722 -1.109
C -0.795 -1.488 3.244
C -0.963 -2.930 3.427
N -1.094 -4.062 3.569
H -1.065 -0.935 4.146
H 0.237 -1.233 3.005
H -1.421 -1.111 2.432
*
```

Results
Maximum force ... 6.2 eV/Å
DFT total energy ... -1057.68081 Ha
E_HOMO ... -0.514 hartree

---

Entry 7:
Molecular formula: C5H6ClNO
Method: DFT, ωB97M-V/def2-TZVPD

Geometry as ORCA input:
```
! RIJCOSX wB97M-V def2-TZVPD def2/J DEFGRID3
* xyz 0 1
C -1.155 -0.431 1.675
C 0.445 0.385 0.263
C 1.510 -0.046 -0.689
C 0.017 -0.059 -1.060
C -0.430 0.873 -2.006
H -1.143 -1.020 2.627
H -1.669 0.530 1.802
H -1.616 -1.031 0.888
H 0.363 1.455 0.483
H 2.182 0.694 -1.111
H -0.311 -1.100 -1.105
N -0.725 1.663 -2.800
O 0.230 -0.349 1.402
Cl 2.301 -1.564 -0.369
*
```

Results
Maximum force ... 2.5 eV/Å
SMILES string ... CO[C@H]1[C@@H](Cl)[C@@H]1C#N
DFT total energy ... -784.23919 Ha
E_HOMO ... -0.379 hartree
Energy relative to the best compared isomer or geometry (same formula, charge and spin) ... 51.8 kcal per mole

---

Entry 8:
Molecular formula: C5H6ClNO
Method: DFT, ωB97M-V/def2-TZVPD

Geometry as ORCA input:
```
! RIJCOSX wB97M-V def2-TZVPD def2/J DEFGRID3
* xyz 0 1
C -0.703 1.193 1.261
C 0.511 1.244 1.698
C -0.807 -0.006 0.351
C 0.181 -0.201 -0.711
C 0.023 -1.282 -1.818
N 0.408 -0.677 0.623
O 1.262 0.162 1.490
Cl 1.151 2.319 2.841
H -1.406 2.046 1.291
H -1.622 -0.685 0.361
H 0.931 0.577 -0.955
H 0.234 -2.276 -1.485
H 0.769 -1.042 -2.608
H -0.933 -1.372 -2.338
*
```

Results
Maximum force ... 4.3 eV/Å
SMILES string ... C[C@H]1[C@@H]2C=C(Cl)ON12
DFT total energy ... -784.17393 Ha
E_HOMO ... -0.318 hartree
Energy relative to the best compared isomer or geometry (same formula, charge and spin) ... 92.8 kcal per mole

---

Entry 9:
Molecular formula: C5H6ClNO2
Method: DFT, ωB97M-V/def2-TZVPD

Geometry as ORCA input:
```
! RIJCOSX wB97M-V def2-TZVPD def2/J DEFGRID3
* xyz 0 1
C 0.672 -1.554 -0.799
C 0.806 0.751 -0.072
C 1.525 -2.004 0.249
C -1.577 0.973 -0.362
C 1.923 0.923 0.635
N 0.327 -1.941 0.594
O 0.665 -0.140 -1.149
O -0.371 1.304 0.288
Cl 3.356 0.068 0.241
H 0.367 -2.170 -1.701
H 2.534 -2.249 0.448
H -2.377 1.742 -0.292
H -2.172 0.167 0.098
H -1.410 0.836 -1.368
H 2.237 1.737 1.213
*
```

Results
Maximum force ... 2.6 eV/Å
SMILES string ... CO/C(=C/Cl)O[C@H]1C=N1
DFT total energy ... -859.39364 Ha
E_HOMO ... -0.318 hartree
Energy relative to the best compared isomer or geometry (same formula, charge and spin) ... 69.7 kcal per mole

---

Entry 10:
Molecular formula: C5H6ClNO2S
Method: DFT, ωB97M-V/def2-TZVPD

Geometry as ORCA input:
```
! RIJCOSX wB97M-V def2-TZVPD def2/J DEFGRID3
* xyz 0 1
C -1.581 -0.347 1.149
C 2.301 0.470 1.048
C 2.564 -0.666 0.395
C 2.075 -1.018 -0.846
C -3.214 1.087 -0.134
N -2.195 0.488 0.567
O -0.751 -1.102 1.527
O 0.279 -0.641 -2.651
S 0.683 -0.130 -1.345
Cl 2.593 -2.354 -1.739
H 2.787 0.643 1.894
H 1.658 1.208 0.574
H 3.178 -1.319 0.885
H -2.799 1.929 -0.687
H -3.415 0.407 -0.938
H -4.164 1.346 0.300
*
```

Results
Maximum force ... 4.4 eV/Å
DFT total energy ... -1257.62742 Ha
E_HOMO (spin up / spin down) ... -0.303 / -0.311 hartree
Energy relative to the best compared isomer or geometry (same formula, charge and spin) ... 44.5 kcal per mole

---

Entry 11:
Molecular formula: C5H6ClNS
Method: DFT, ωB97M-V/def2-TZVPD

Geometry as ORCA input:
```
! RIJCOSX wB97M-V def2-TZVPD def2/J DEFGRID3
* xyz 0 1
C -0.967 -1.991 -0.292
C -0.896 -0.467 -0.018
C 0.464 0.088 0.288
C 0.660 0.087 1.794
C 0.689 1.467 -0.188
H -0.207 -2.532 0.325
H -0.737 -2.291 -1.305
H -1.948 -2.431 -0.024
H 1.715 0.284 2.017
H 0.020 0.807 2.303
H 0.315 -0.817 2.289
N 0.874 2.501 -0.650
S -2.234 0.510 -0.139
Cl 1.810 -0.812 -0.490
*
```

Results
Maximum force ... 2.8 eV/Å
SMILES string ... CC(=S)[C@@](C)(Cl)C#N
DFT total energy ... -1107.21287 Ha
E_HOMO ... -0.343 hartree
Energy relative to the best compared isomer or geometry (same formula, charge and spin) ... 23.5 kcal per mole

---

Entry 12:
Molecular formula: C5H6CoO3
Method: DFT, ωB97M-V/def2-TZVPD

Geometry as ORCA input:
```
! RIJCOSX wB97M-V def2-TZVPD def2/J DEFGRID3
* xyz 2 6
O 2.469 -0.992 1.104
C 1.722 0.020 1.004
O 1.402 0.869 1.809
O 1.134 0.012 -0.277
C 0.372 1.123 -0.689
Co 1.984 -1.967 -0.530
H 0.885 2.058 -0.437
H 0.265 1.039 -1.775
C -1.006 1.139 -0.018
C -1.773 -0.034 -0.097
C -2.466 -1.102 -0.113
H -1.606 2.035 -0.240
H -0.869 1.170 1.099
H -2.602 -1.693 0.802
H -2.947 -1.420 -1.049
*
```

Results
Maximum force ... 5.2 eV/Å
DFT total energy ... -1801.61830 Ha
E_HOMO (spin up / spin down) ... -0.636 / -0.750 hartree
Energy relative to the best compared isomer or geometry (same formula, charge and spin) ... 0.0 kcal per mole

---

Entry 13:
Molecular formula: C5H6F4N2
Method: DFT, ωB97M-V/def2-TZVPD

Geometry as ORCA input:
```
! RIJCOSX wB97M-V def2-TZVPD def2/J DEFGRID3
* xyz 0 3
C 0.554 1.457 1.216
C 0.407 0.124 1.578
C 1.071 -0.669 0.587
C -1.777 -1.665 -0.361
C -1.273 -1.644 -1.587
N 1.260 1.502 0.105
N 1.489 0.296 -0.256
F -0.136 -0.398 2.666
F 1.335 -1.914 0.428
F 0.323 4.060 -0.189
F 2.041 0.059 -1.512
H 0.251 2.388 1.686
H -1.354 -1.152 0.414
H -2.624 -2.251 -0.164
H 0.463 3.241 -0.579
H -1.727 -2.237 -2.394
H -0.303 -1.197 -1.636
*
```

Results
Maximum force ... 9.3 eV/Å
DFT total energy ... -702.75082 Ha
E_HOMO (spin up / spin down) ... -0.214 / -0.373 hartree

---

Entry 14:
Molecular formula: C5H6FNO
Method: DFT, ωB97M-V/def2-TZVPD

Geometry as ORCA input:
```
! RIJCOSX wB97M-V def2-TZVPD def2/J DEFGRID3
* xyz 0 1
C -0.242 1.832 -0.925
C 0.248 2.250 0.232
C 1.843 0.188 -0.252
C 0.863 1.081 -0.260
C -0.864 -1.278 -1.634
N 2.546 -0.204 0.926
O -0.811 -0.883 -0.508
F 1.767 -0.796 -1.276
H -0.638 1.735 -1.830
H 0.164 2.899 1.043
H -1.766 -1.872 -1.928
H -0.053 -1.201 -2.408
H 2.033 -0.735 1.630
H 3.497 -0.561 0.616
*
```

Results
Maximum force ... 5.7 eV/Å
SMILES string ... NC(F)=C1C=C1.C=O
DFT total energy ... -423.79000 Ha
E_HOMO ... -0.278 hartree
Energy relative to the best compared isomer or geometry (same formula, charge and spin) ... 144.0 kcal per mole

---

Entry 15:
Molecular formula: C5H6FO4S
Method: DFT, ωB97M-V/def2-TZVPD

Geometry as ORCA input:
```
! RIJCOSX wB97M-V def2-TZVPD def2/J DEFGRID3
* xyz -1 1
C -0.654 0.690 1.567
C 0.642 1.162 1.312
C 3.277 0.595 -0.206
C 0.224 -1.216 -1.245
C 1.680 0.199 1.499
O 2.914 0.711 1.080
O 4.345 1.015 -0.620
O 2.414 -2.039 0.203
O 2.413 0.083 -0.951
F 0.088 -2.250 0.904
S 1.357 -1.103 0.169
H -1.473 1.401 1.481
H -0.669 -0.421 1.548
H 0.839 2.218 1.333
H -0.805 -1.025 -0.720
H 0.366 -0.527 -2.048
H 0.195 -2.259 -1.859
*
```

Results
Maximum force ... 4.9 eV/Å
SMILES string ... C=CC1=S(C)([O-])(F)OC(=O)O1
DFT total energy ... -993.03694 Ha
E_HOMO ... -0.138 hartree
Energy relative to the best compared isomer or geometry (same formula, charge and spin) ... 60.5 kcal per mole

---

Entry 16:
Molecular formula: C5H6I2O2
Method: DFT, ωB97M-V/def2-TZVPD

Geometry as ORCA input:
```
! RIJCOSX wB97M-V def2-TZVPD def2/J DEFGRID3
* xyz 0 3
C 1.153 0.341 1.112
C 0.952 0.675 -2.328
C 0.019 -0.431 1.597
C 0.207 -0.359 -2.403
C 2.224 -0.065 0.415
O 1.023 1.630 1.517
O 1.700 1.509 -2.569
I 2.357 -2.063 -0.121
I 3.928 1.247 0.139
H 0.202 -0.471 2.706
H -0.133 -1.564 1.246
H -0.927 0.146 1.388
H 0.611 -1.374 -2.213
H 1.776 2.082 1.300
H -0.834 -0.256 -2.327
*
```

Results
Maximum force ... 4.6 eV/Å
DFT total energy ... -939.78245 Ha
E_HOMO (spin up / spin down) ... -0.202 / -0.328 hartree
Energy relative to the best compared isomer or geometry (same formula, charge and spin) ... 26.9 kcal per mole

---

Entry 17:
Molecular formula: C5H6INO
Method: DFT, ωB97M-V/def2-TZVPD

Geometry as ORCA input:
```
! RIJCOSX wB97M-V def2-TZVPD def2/J DEFGRID3
* xyz 0 1
C -0.011 -0.425 1.384
C 0.236 0.286 -1.612
C -1.018 0.358 0.567
C -1.074 0.140 -0.986
C 2.271 -0.963 0.762
N 1.142 -0.769 0.981
O 0.907 -0.486 -2.259
I 0.842 2.343 -1.434
H -0.236 -0.173 2.415
H -2.058 0.236 1.101
H -0.700 1.314 0.752
H -1.675 0.909 -1.243
H -1.518 -0.848 -1.017
H 2.894 -1.922 0.589
*
```

Results
Maximum force ... 5.6 eV/Å
DFT total energy ... -621.67462 Ha
E_HOMO ... -0.284 hartree
Energy relative to the best compared isomer or geometry (same formula, charge and spin) ... 81.7 kcal per mole

---

Entry 18:
Molecular formula: C5H6IO3
Method: DFT, ωB97M-V/def2-TZVPD

Geometry as ORCA input:
```
! RIJCOSX wB97M-V def2-TZVPD def2/J DEFGRID3
* xyz -1 1
C -2.341 -0.065 0.629
C 1.138 1.086 -0.433
C -2.316 -1.486 0.429
C 0.294 1.728 0.579
C 2.444 -0.743 -1.028
O -2.071 -2.598 -0.057
O -2.697 -1.094 1.652
O 1.544 -0.127 -0.037
I -4.234 0.663 -0.219
H -0.555 1.114 0.224
H 0.167 2.801 0.443
H 0.557 1.431 1.500
H 2.026 -1.571 -1.544
H 3.299 -1.101 -0.295
H 2.745 -0.038 -1.844
*
```

Results
Maximum force ... 3.9 eV/Å
DFT total energy ... -717.37729 Ha
E_HOMO ... -0.137 hartree
Energy relative to the best compared isomer or geometry (same formula, charge and spin) ... 105.2 kcal per mole

---

Entry 19:
Molecular formula: C5H6MnO4
Method: DFT, ωB97M-V/def2-TZVPD

Geometry as ORCA input:
```
! RIJCOSX wB97M-V def2-TZVPD def2/J DEFGRID3
* xyz 0 6
O -0.285 0.865 0.322
O -2.376 0.503 -0.189
C -3.479 -0.347 -0.110
C -4.699 0.155 -0.218
C -1.187 0.067 0.107
H -3.245 -1.391 0.103
H -1.082 -1.016 0.285
H -5.551 -0.511 -0.095
H -4.876 1.226 -0.312
Mn 1.570 0.989 0.454
O 3.052 1.050 -0.737
O 3.048 0.094 1.254
C 3.701 0.239 0.100
C 4.805 -0.494 -0.251
H 5.308 -1.112 0.493
H 5.296 -0.318 -1.208
*
```

Results
Maximum force ... 2.8 eV/Å
DFT total energy ... -1645.99767 Ha
E_HOMO (spin up / spin down) ... -0.227 / -0.229 hartree
Energy relative to the best compared isomer or geometry (same formula, charge and spin) ... 22.6 kcal per mole

---

Entry 20:
Molecular formula: C5H6N
Method: DFT, ωB97M-V/def2-TZVPD

Geometry as ORCA input:
```
! RIJCOSX wB97M-V def2-TZVPD def2/J DEFGRID3
* xyz 1 1
C 0.797 -0.286 -0.977
C 0.159 0.295 -2.029
C -0.393 0.965 -1.004
C 0.483 0.034 0.622
C -0.557 -0.646 1.383
N 1.426 -0.861 -0.119
H 0.238 0.167 -3.097
H -0.852 1.859 -0.659
H 0.918 0.927 1.160
H -0.699 -1.648 1.071
H -1.563 -0.277 1.314
H 0.044 -0.530 2.334
*
```

Results
Maximum force ... 2.6 eV/Å
DFT total energy ... -248.39795 Ha
E_HOMO ... -0.595 hartree
Energy relative to the best compared isomer or geometry (same formula, charge and spin) ... 136.6 kcal per mole